Record 1
Here is a molecular structure, C32H39N4O3Pr in a non-equilibrium geometry from the Open Molecules 2025 dataset. Energies are from ωB97M-V/def2-TZVPD.

Frontier orbital gap (spin up / spin down): 8.00 / 8.03 eV
E_HOMO (spin up / spin down): -7.89 / -7.93 eV
<S²>: 2.00
DFT total energy: -59990.3240 eV

The geometry in ORCA input format:
```
! RIJCOSX wB97M-V def2-TZVPD def2/J DEFGRID3
* xyz 0 3
Pr 0.2958 0.0233 0.1510
C 3.5161 0.2943 -0.4509
N 2.5275 0.1087 -1.5295
C 2.8109 -1.1647 -2.2310
C 1.5718 -1.8421 -2.8261
C 0.9903 -2.9094 -1.9091
N 0.9427 -2.4552 -0.5127
C 0.7184 -3.3908 0.3314
C 0.6887 -3.3092 1.7756
C 0.3507 -4.4797 2.4774
C 0.3484 -4.5289 3.8498
C 0.7192 -3.3782 4.5575
C 1.0648 -2.2222 3.8992
C 1.0444 -2.1350 2.4891
O 1.3431 -1.0186 1.8890
C 2.6451 1.2543 -2.4435
C 1.5816 1.3799 -3.5296
C 0.1736 1.7424 -3.0527
N -0.5197 0.6863 -2.3175
C -1.5939 0.2451 -2.8632
C -2.4996 -0.7841 -2.4032
C -3.5157 -1.1754 -3.2957
C -4.4157 -2.1649 -2.9909
C -4.3140 -2.8031 -1.7469
C -3.3449 -2.4359 -0.8455
C -2.4183 -1.4063 -1.1303
O -1.5494 -1.0516 -0.2328
H 4.5412 0.2896 -0.8434
H 3.4097 -0.5050 0.2838
H 3.3396 1.2439 0.0522
H 3.2631 -1.8431 -1.5077
H 3.5619 -0.9793 -3.0085
H 1.8167 -2.3046 -3.7838
H 0.8082 -1.0957 -3.0092
H 1.5995 -3.8163 -1.9755
H -0.0163 -3.1690 -2.2521
H 0.5464 -4.4043 -0.0536
H 0.0883 -5.3629 1.9034
H 0.0825 -5.4368 4.3741
H 0.7373 -3.4007 5.6411
H 1.3559 -1.3364 4.4520
H 3.6320 1.2189 -2.9276
H 2.6245 2.1568 -1.8332
H 1.5530 0.4876 -4.1576
H 1.9026 2.1987 -4.1773
H -0.4149 2.0391 -3.9273
H 0.2412 2.6198 -2.4043
H -1.8792 0.6706 -3.8328
H -3.5749 -0.6738 -4.2566
H -5.1862 -2.4491 -3.6944
H -5.0124 -3.5914 -1.4915
H -3.2578 -2.9177 0.1219
N 2.8525 6.8919 3.2722
C 2.4690 5.9246 2.7811
C 1.9893 4.7166 2.1680
C 1.6407 3.6161 2.9482
C 1.1769 2.4576 2.3449
C 1.0309 2.3021 0.9522
C 1.3928 3.4492 0.2199
C 1.8585 4.6272 0.7841
H 1.7385 3.6822 4.0257
H 0.9302 1.6270 3.0037
H 1.2889 3.4527 -0.8617
H 2.1183 5.4769 0.1635
C -1.7593 -0.5047 3.0951
C -2.6412 0.6215 2.6177
O -2.0179 1.3024 1.5341
C -2.8109 2.4116 1.1315
C -2.2100 3.0850 -0.0798
H -2.2094 -0.9980 3.9572
H -0.7844 -0.1197 3.3976
H -1.6294 -1.2493 2.3093
H -2.8151 1.3392 3.4275
H -3.6168 0.2440 2.2916
H -2.8913 3.1165 1.9658
H -3.8201 2.0527 0.8978
H -1.2278 3.4902 0.1517
H -2.8626 3.8983 -0.3998
H -2.1138 2.3687 -0.9001
*
```


Record 2
Here is a molecular structure, C32H40N3O4P2Re in a non-equilibrium geometry from the Open Molecules 2025 dataset. Energies are from ωB97M-V/def2-TZVPD.

Frontier orbital gap (spin up / spin down): 8.70 / 6.60 eV
E_HOMO (spin up / spin down): -10.80 / -11.11 eV
<S²>: 3.78
DFT total energy: -67196.8235 eV

The geometry in ORCA input format:
```
! RIJCOSX wB97M-V def2-TZVPD def2/J DEFGRID3
* xyz 1 4
C -0.3134 3.8109 -3.3463
C -0.2992 2.4470 -3.0387
N 0.5340 1.9998 -2.0646
C 1.3745 2.8270 -1.4148
C 1.3649 4.1943 -1.6816
C 0.5163 4.6893 -2.6638
C -1.1897 1.4646 -3.7022
P -1.5411 0.0289 -2.6061
Re 0.3896 -0.1163 -1.4193
P 2.4553 0.3910 -0.5976
C 2.2911 2.2367 -0.3741
C 0.3736 -2.1965 -1.3599
C -0.7071 -2.8921 -0.7573
C -0.6254 -4.2657 -0.5262
C 0.4990 -4.9914 -0.9438
C 1.5535 -4.3303 -1.5869
C 1.5024 -2.9478 -1.7929
O -0.2890 0.4028 -5.8878
O 0.8051 -1.4890 -4.7400
H -1.0073 4.1402 -4.1160
H 2.0303 4.8238 -1.0946
H 0.4993 5.7539 -2.8846
C -3.0778 0.4912 -1.7450
C -2.1405 -1.2974 -3.6888
H 3.2959 2.6746 -0.4542
H 1.9284 2.4475 0.6475
H -0.6944 1.0390 -4.7967
H -2.1475 1.9189 -3.9707
C 3.0045 -0.1773 1.0421
C 4.0000 0.2993 -1.5631
H -1.5983 -2.3343 -0.4580
H -1.4494 -4.7643 -0.0084
H 0.5513 -6.0675 -0.7686
H 2.4271 -4.8897 -1.9338
H 2.3422 -2.4190 -2.2557
H 0.9396 -1.1971 -3.7811
H 0.8155 -2.4646 -4.7396
H 0.2140 -0.4745 -5.5102
H 0.3453 0.9691 -6.3650
H 1.2721 -0.3096 -2.7838
H -3.8738 0.6207 -2.4924
H -3.3535 -0.3191 -1.0552
H -2.9321 1.4213 -1.1761
H -3.0161 -0.9408 -4.2462
H -1.3473 -1.6126 -4.3766
H -2.4222 -2.1522 -3.0635
H 4.8120 0.7940 -1.0138
H 4.2479 -0.7567 -1.7218
H 3.8586 0.7865 -2.5350
H 4.0126 0.2045 1.2522
H 2.3178 0.1541 1.8338
H 3.0179 -1.2739 1.0302
O -1.4060 2.5745 0.1596
C -1.0648 1.6618 0.9026
N -1.2472 1.6187 2.2718
C -0.8509 0.3758 2.8791
C -0.3808 -0.3871 1.6426
O 0.0577 -1.5451 1.6714
N -0.4538 0.4314 0.5495
C 0.3686 0.5490 3.7751
C 0.9642 -0.5956 4.3170
C 2.1221 -0.4862 5.0923
C 2.6889 0.7725 5.3182
C 2.1013 1.9138 4.7647
C 0.9343 1.8067 3.9939
C -2.0450 -0.3178 3.5075
C -2.1490 -0.5619 4.8832
C -3.3071 -1.1670 5.3934
C -4.3670 -1.4888 4.5415
C -4.2681 -1.2206 3.1695
C -3.0990 -0.6455 2.6556
H -1.7658 2.3660 2.7241
H 0.5235 -1.5746 4.1124
H 2.5679 -1.3880 5.5140
H 3.5882 0.8639 5.9299
H 2.5312 2.9036 4.9262
H 0.4607 2.6975 3.5726
H -1.3304 -0.2812 5.5496
H -3.3667 -1.3775 6.4635
H -5.2739 -1.9448 4.9430
H -5.0880 -1.4566 2.4901
H -3.0117 -0.4481 1.5829
*
```


Record 3
Here is 8 unconnected molecules or ions with the total composition C32H40N8 in a non-equilibrium geometry from the Open Molecules 2025 dataset. Energies are from ωB97M-V/def2-TZVPD.

Frontier orbital gap: 7.99 eV
E_HOMO: -7.34 eV
SMILES: c1cc[nH]c1.c1cc[nH]c1.c1cc[nH]c1.c1cc[nH]c1.c1cc[nH]c1.c1cc[nH]c1.c1cc[nH]c1.c1cc[nH]c1
ΔE to the lowest compared entry with this formula, charge and spin: 94.8 kcal per mole
DFT total energy: -45748.2105 eV

The geometry in ORCA input format:
```
! RIJCOSX wB97M-V def2-TZVPD def2/J DEFGRID3
* xyz 0 1
N -5.0925 -0.0250 -2.1531
C -5.2051 0.9334 -3.1849
C -4.3554 0.5171 -4.2148
C -3.6481 -0.6094 -3.6399
C -4.0714 -0.9355 -2.3749
H -5.7755 0.0658 -1.4146
H -5.8820 1.7745 -3.1573
H -4.1930 0.9890 -5.1726
H -2.8823 -1.0896 -4.2310
H -3.8376 -1.6494 -1.5989
N 5.6154 -3.2964 2.2654
C 4.8763 -2.1323 2.4908
C 5.4966 -1.5707 3.6269
C 6.4398 -2.4210 4.1381
C 6.4916 -3.5859 3.2831
H 5.5800 -3.9162 1.4687
H 4.0472 -1.8562 1.8562
H 5.3297 -0.6350 4.1399
H 7.1809 -2.2061 4.8937
H 7.1411 -4.4481 3.2490
N 4.9435 -1.3753 -2.7412
C 5.1300 -0.0291 -2.8991
C 3.9033 0.4443 -2.7340
C 2.8920 -0.5611 -2.6703
C 3.6368 -1.7460 -2.8153
H 5.7265 -1.9943 -2.5870
H 6.0749 0.4615 -3.0803
H 3.5247 1.4515 -2.6404
H 1.8196 -0.5465 -2.5425
H 3.4621 -2.8055 -2.6997
N -3.6567 3.4716 3.3146
C -3.2328 2.2707 3.5865
C -2.4175 1.8172 2.5109
C -2.4630 2.8399 1.5430
C -3.1454 3.8896 2.1447
H -4.2665 4.0113 3.9120
H -3.5350 1.8035 4.5121
H -1.9145 0.8625 2.4653
H -1.9703 2.8964 0.5836
H -3.4053 4.8401 1.7027
N -6.6839 -3.4758 1.1334
C -5.3690 -3.4437 1.2911
C -4.7872 -3.5034 0.0093
C -5.8692 -3.2654 -0.9340
C -7.0018 -3.3870 -0.1720
H -7.3742 -3.4470 1.8702
H -5.0223 -3.4134 2.3135
H -3.7287 -3.6005 -0.1816
H -5.6813 -3.2310 -1.9970
H -8.0256 -3.3807 -0.5155
N 5.2491 1.8614 1.8954
C 4.8382 2.4524 3.0850
C 3.3987 2.6982 2.9876
C 3.0010 2.3292 1.7109
C 4.0987 1.8448 1.0486
H 6.2407 1.7633 1.7307
H 5.5895 2.5163 3.8582
H 2.8880 3.1849 3.8054
H 1.9906 2.5211 1.3813
H 4.2606 1.3841 0.0853
N -1.6578 1.8428 -2.6899
C -0.5307 1.1191 -3.0761
C 0.5523 1.9829 -2.7048
C 0.0298 3.1493 -2.1814
C -1.3185 2.9954 -2.1219
H -2.6166 1.5267 -2.7190
H -0.4805 0.2043 -3.6480
H 1.6171 1.9279 -2.8766
H 0.5973 4.0189 -1.8842
H -2.1062 3.6510 -1.7809
N -0.1755 0.3385 -0.1835
C -1.1792 -0.5740 0.0937
C -0.6034 -1.7206 0.4883
C 0.7828 -1.4567 0.5609
C 1.0366 -0.0636 0.1774
H -0.3035 1.1861 -0.7178
H -2.2084 -0.3183 -0.1108
H -1.1891 -2.5786 0.7835
H 1.5165 -2.1755 0.8947
H 1.8630 0.6314 0.1551
*
```


Record 4
Here is a molecular structure, C32H41AsN3PV from the Open Molecules 2025 dataset. Energies are from ωB97M-V/def2-TZVPD.

Frontier orbital gap (spin up / spin down): 6.30 / 7.07 eV
E_HOMO (spin up / spin down): -16.21 / -16.21 eV
<S²>: 2.04
ΔE to the lowest compared entry with this formula, charge and spin: 0.0 kcal per mole
DFT total energy: -134111.7390 eV

The geometry in ORCA input format:
```
! RIJCOSX wB97M-V def2-TZVPD def2/J DEFGRID3
* xyz 3 3
V 0.5131 0.0243 0.9163
C 0.9395 -0.5039 5.6143
C 0.9991 -1.5805 4.7415
C 0.8578 -1.3478 3.3918
N 0.6572 -0.1016 2.8974
C 0.6077 0.9459 3.7553
C 0.7430 0.7772 5.1117
H 1.0440 -0.6608 6.6809
H 1.1478 -2.5902 5.0986
H 0.8852 -2.1653 2.6799
H 0.4591 1.9245 3.3169
H 0.6944 1.6366 5.7663
C -2.3443 -6.0967 -0.0850
C -2.8812 -5.1217 -0.9141
C -2.2674 -3.8799 -1.0270
C -1.1146 -3.6469 -0.2883
C -0.5675 -4.6109 0.5550
C -1.1900 -5.8460 0.6480
As -0.1807 -2.0151 -0.4982
C -1.0253 -0.8602 -1.7798
C -2.2809 -0.2708 -1.7042
C -2.6670 0.6016 -2.7099
C -1.7858 0.8912 -3.7526
C -0.5370 0.2893 -3.8244
C -0.1469 -0.6146 -2.8384
C 1.1083 -1.4164 -2.8282
C 2.0563 -1.4630 -3.8434
C 3.1239 -2.3487 -3.7469
C 3.2539 -3.1983 -2.6515
C 2.3228 -3.1530 -1.6222
C 1.2711 -2.2578 -1.7267
H -2.8273 -7.0619 -0.0099
H -3.7783 -5.3269 -1.4828
H -2.6769 -3.1327 -1.6928
H 0.3323 -4.4218 1.1293
H -0.7764 -6.6125 1.2897
H -2.9685 -0.5144 -0.9024
H -3.6599 1.0327 -2.7050
H -2.0950 1.5685 -4.5387
H 0.1109 0.5015 -4.6663
H 1.9583 -0.8422 -4.7252
H 3.8508 -2.3952 -4.5473
H 4.0724 -3.9049 -2.6087
H 2.4178 -3.8262 -0.7788
C 3.8380 -0.2752 -0.7183
P 2.9097 0.5846 0.5643
C 3.0590 2.3459 0.1660
C 3.8732 0.3637 2.0830
H 4.8384 0.1595 -0.7583
H 3.3519 -0.1760 -1.6897
H 3.9166 -1.3358 -0.4850
H 4.1187 2.6044 0.1212
H 2.5825 2.9679 0.9235
H 2.6188 2.5605 -0.8094
H 4.9188 0.5912 1.8675
H 3.8116 -0.6641 2.4408
H 3.5241 1.0355 2.8669
C -0.1656 5.0157 -0.1390
C -1.1713 4.1005 -0.8133
N -1.9237 3.2756 0.1636
C -3.2373 3.8436 0.5918
C -4.3540 3.4973 -0.3715
C -1.4806 2.1339 0.5892
C -2.3035 1.3007 1.5251
N -0.2477 1.6472 0.2645
H 0.3695 5.5930 -0.8922
H 0.5685 4.4532 0.4418
H -0.6608 5.7182 0.5317
H -0.7271 3.4369 -1.5575
H -1.9249 4.6723 -1.3509
H -3.0764 4.9198 0.6425
H -3.4434 3.5179 1.6082
H -4.1365 3.8438 -1.3829
H -5.2722 3.9851 -0.0462
H -4.5370 2.4221 -0.4080
H -2.2999 1.7247 2.5303
H -1.9350 0.2730 1.5911
H -3.3365 1.2292 1.1913
H 0.2786 2.2297 -0.3764
*
```


Record 5
Here is a gas-phase ion, C32H41BrN5O5 (charge +1) in a non-equilibrium geometry from the Open Molecules 2025 dataset. Energies are from ωB97M-V/def2-TZVPD.

Frontier orbital gap: 8.15 eV
E_HOMO: -10.62 eV
SMILES: CC(C)C[C@@H]1C(=O)N2CCC[C@H]2[C@@]2(O)O[C@@](NC(=O)[C@@H]3C=C4c5cccc6[nH]c(Br)c(c56)C[C@H]4[N@H+](C)C3)(C(C)C)C(=O)N12
ΔE to the lowest compared entry with this formula, charge and spin: 2.3 kcal per mole
DFT total energy: -121577.2819 eV

The geometry in ORCA input format:
```
! RIJCOSX wB97M-V def2-TZVPD def2/J DEFGRID3
* xyz 1 1
C -4.5683 -4.4919 1.3108
H -3.5065 -4.6752 1.4643
H -4.9282 -3.8084 2.0744
H -5.0978 -5.4334 1.4298
C -4.8215 -3.9262 -0.0841
C -4.5450 -4.9845 -1.1499
H -4.7248 -4.5890 -2.1470
H -5.1908 -5.8458 -1.0027
H -3.5112 -5.3188 -1.0939
C -3.9517 -2.6939 -0.3632
C -4.1798 -1.5521 0.6327
N -3.5643 -0.3134 0.2024
C -2.7591 0.4545 0.9321
O -2.0213 0.1462 1.8494
C -2.8813 1.8774 0.3627
N -1.5417 2.3228 -0.0056
C -0.6129 1.4935 -0.5106
O -0.8720 0.4530 -1.0824
C 0.8339 1.9284 -0.2110
C 1.8108 1.4328 -1.2291
C 2.7755 0.5559 -0.9655
C 3.8558 0.2056 -1.8887
C 3.8554 0.1458 -3.2692
C 5.0285 -0.1795 -3.9596
C 6.2322 -0.4395 -3.3288
C 6.2526 -0.3718 -1.9398
C 5.0697 -0.0607 -1.2495
C 5.3483 -0.0220 0.1381
C 6.6774 -0.3210 0.2512
N 7.2254 -0.5348 -0.9891
H 8.1928 -0.7615 -1.1542
Br 7.7284 -0.4621 1.8035
C 4.2463 0.3098 1.0945
H 4.3707 -0.2294 2.0373
H 4.2512 1.3839 1.3054
C 2.9436 -0.1114 0.3877
H 3.0255 -1.1895 0.2027
N 1.7415 0.0828 1.2560
H 2.0443 -0.0691 2.2240
C 0.7125 -0.9377 0.9692
H 1.0840 -1.9207 1.2500
H -0.1992 -0.7266 1.5313
H 0.4712 -0.9311 -0.0922
C 1.2211 1.4737 1.2058
H 2.0082 2.1301 1.5844
H 0.3551 1.5311 1.8716
H 7.1153 -0.6805 -3.8980
H 4.9895 -0.2265 -5.0366
H 2.9487 0.3274 -3.8241
H 1.7271 1.8605 -2.2150
H 0.8549 3.0238 -0.2243
H -1.2752 3.2359 0.3298
O -3.7677 1.7494 -0.7179
C -4.0433 0.3851 -0.9870
O -3.3771 -0.0431 -2.1067
H -2.4135 0.0787 -1.9846
C -5.5441 0.0902 -1.2265
N -6.1942 -0.3878 -0.0274
C -5.6628 -1.2241 0.8801
O -6.2629 -1.6271 1.8523
C -7.5504 0.1206 0.0627
C -7.4614 1.4847 -0.6146
H -7.1587 2.2460 0.1041
H -8.4137 1.7854 -1.0436
C -6.3848 1.2941 -1.6917
H -6.8388 1.0682 -2.6542
H -5.7595 2.1759 -1.8081
H -8.2313 -0.5457 -0.4776
H -7.8525 0.1568 1.1094
H -5.5522 -0.6879 -2.0009
C -3.4413 2.8430 1.4301
C -4.6658 2.2292 2.1061
H -5.0954 2.9425 2.8042
H -4.4040 1.3292 2.6580
H -5.4161 1.9754 1.3636
C -3.7944 4.1851 0.7944
H -2.9312 4.6586 0.3316
H -4.1874 4.8578 1.5514
H -4.5505 4.0389 0.0284
H -2.6576 2.9748 2.1852
H -3.7360 -1.8045 1.6007
H -4.1514 -2.3351 -1.3737
H -2.8967 -2.9770 -0.3204
H -5.8743 -3.6322 -0.1491
*
```


Record 6
Here is a molecular structure, C32H41ClN3O2P2ReS in a non-equilibrium geometry from the Open Molecules 2025 dataset. Energies are from ωB97M-V/def2-TZVPD.

Frontier orbital gap (spin up / spin down): 6.68 / 4.56 eV
E_HOMO (spin up / spin down): -14.56 / -14.94 eV
<S²>: 3.79
ΔE to the lowest compared entry with this formula, charge and spin: 40.4 kcal per mole
DFT total energy: -86453.6694 eV

The geometry in ORCA input format:
```
! RIJCOSX wB97M-V def2-TZVPD def2/J DEFGRID3
* xyz 3 4
Re -1.0625 0.2445 1.3854
Cl 0.9791 5.8681 -2.5145
C 0.3240 4.3712 -2.0993
C 0.9664 3.1675 -2.5752
C 0.5977 1.9091 -2.1329
C -0.3173 1.8009 -1.0771
O -0.5601 0.6040 -0.6243
C -1.0098 3.0080 -0.6877
C -1.7891 3.0333 0.4774
O -1.9226 2.0785 1.3925
C -0.7302 4.2957 -1.2142
H 1.7701 3.2887 -3.2429
H 1.1908 1.0152 -2.4712
H -2.4393 3.9316 0.6139
H -1.2287 5.2100 -0.8459
C -4.2995 -1.3989 1.8971
P -2.8514 -1.0673 0.8103
C -3.6761 -0.6296 -0.8084
C -2.1825 -2.6806 0.3323
C -2.9532 -3.6235 -0.2974
C -2.4227 -4.8423 -0.7059
C -1.0894 -5.0855 -0.5785
C -0.3164 -4.2123 0.1618
C -0.7668 -2.9523 0.4790
P 0.3567 -1.6662 1.1010
C 1.7204 -1.5239 -0.1224
C 1.1427 -2.5492 2.5215
H -5.0744 -0.5806 1.7058
H -4.0953 -1.3713 2.9568
H -4.7574 -2.3922 1.5503
H -2.9166 -0.6493 -1.6708
H -4.1559 0.3430 -0.7184
H -4.4193 -1.3948 -1.0218
H -4.0377 -3.4729 -0.3964
H -3.0951 -5.5703 -1.2044
H -0.6748 -5.9661 -1.1255
H 0.7117 -4.4822 0.5044
H 2.3245 -2.4355 -0.1435
H 2.4030 -0.6862 0.1752
H 1.2844 -1.2837 -1.1098
H 1.6794 -3.4186 2.1168
H 0.4399 -2.9615 3.2582
H 1.8215 -1.8273 3.0131
C 2.0457 1.9876 3.4991
N 1.1676 2.6337 4.5624
C 1.3648 1.9074 5.8955
C -0.3083 2.6564 4.0234
C -1.0575 1.3819 4.2955
C -1.6574 1.3242 5.5437
C -1.9890 0.0670 6.0680
C -1.8467 -1.0910 5.3095
C -1.5566 -0.9231 3.9340
C -1.2263 0.3334 3.3745
H 3.1233 1.9975 3.8759
H 1.9933 2.5753 2.5426
H 1.7549 0.8964 3.3997
H 1.4970 3.6573 4.6157
H 1.0324 0.8517 5.7434
H 0.8021 2.4407 6.6459
H 2.4124 1.9513 6.1287
H -0.3462 2.9330 2.9752
H -0.7518 3.4556 4.6180
H -1.9031 2.1990 6.1222
H -2.4025 -0.0535 7.0691
H -1.9628 -2.0817 5.7162
H -1.5699 -1.8064 3.3278
C 3.7470 -2.1877 -7.4630
C 3.2950 -1.0050 -6.6537
C 1.9948 -0.5767 -6.4806
C 1.7530 0.6647 -5.8214
N 2.7538 1.1648 -5.0226
C 3.9410 0.5621 -4.9316
S 5.2661 1.0209 -3.9227
N 4.2275 -0.3278 -5.9480
C 0.6358 1.5134 -5.9489
H 4.4825 -1.8433 -8.2425
H 2.8872 -2.5935 -7.9355
H 4.2265 -2.9635 -6.8306
H 1.1596 -1.1308 -6.9054
H 5.1730 -0.3556 -6.2987
H 0.9850 2.5574 -6.1913
H 0.0199 1.6278 -5.0437
H -0.0311 1.1345 -6.7105
*
```